Below is a cluster of 2 separate species, C3H11NS2 in total, with properties calculated with ωB97M-V/def2-TZVPD.

XYZ file:
```
17
Properties=species:S:1:pos:R:3
C -3.1481 -0.2606 -2.2028
S -3.9085 0.2320 -0.6524
S -2.3910 1.3579 0.1941
H -2.4566 -1.0752 -2.0618
H -2.6872 0.5800 -2.7171
H -3.9364 -0.6345 -2.8654
H -2.2879 0.7436 1.3792
C 3.0828 0.5398 0.6016
N 1.8136 0.4499 1.3065
C 1.2541 -0.8694 1.2435
H 3.8943 0.0892 1.1733
H 3.0377 -0.0586 -0.3271
H 3.3147 1.5710 0.3537
H 1.1914 1.1437 0.9131
H 1.0540 -1.2691 0.2372
H 0.2583 -0.9737 1.6618
H 1.9148 -1.5661 1.7626
```

Properties
**Net charge**: 0
**LUMO level**: 0.5147 eV
**Spin multiplicity**: 1
**SMILES**: CNC.CSS


Below is a structure of composition C3H11NSi at a distorted geometry, with properties calculated with ωB97M-V/def2-TZVPD.

XYZ file:
```
16
Properties=species:S:1:pos:R:3
C 1.2417 -0.7577 -1.2476
C 1.7817 0.8273 0.5048
C -2.3449 0.1760 -0.1449
N 0.8244 0.3046 -0.4708
Si -0.7915 0.8976 -0.4478
H 1.7661 -0.5636 -2.1833
H 1.8431 -1.5795 -0.5965
H 0.3451 -1.2992 -1.5742
H 2.2908 0.0582 0.9671
H 2.5598 1.4954 0.1028
H 1.2129 1.2748 1.3331
H -3.2620 0.7467 -0.0801
H -2.5418 -0.7740 0.3644
H -0.9405 0.5227 2.6651
H -0.7635 2.3623 -0.8571
H -0.5784 0.6601 3.3502
```

Properties
**Net charge**: 0
**LUMO level**: 0.8607 eV
**Spin multiplicity**: 1


Below is a cluster of 3 separate species, C3H11O2S in total at a distorted geometry, with properties calculated with ωB97M-V/def2-TZVPD.

XYZ file:
```
17
Properties=species:S:1:pos:R:3
C -1.4226 0.3838 -0.8427
C -0.1203 0.6540 -1.6036
C 0.6250 1.8654 -0.9947
S 2.1570 1.4344 -0.1250
H -2.1245 1.1983 -1.0341
H -1.9189 -0.5313 -1.1709
H -1.3066 0.3152 0.2269
H -0.4108 0.8206 -2.6418
H 0.5867 -0.1684 -1.4824
H 0.8188 2.5963 -1.7859
H -0.0396 2.3898 -0.2980
H 0.2001 -2.9400 2.0359
H -1.1691 -2.4836 1.7096
O -0.6144 -3.2708 1.6147
H 1.1527 -0.1051 2.0425
H 2.2116 -1.1714 1.9548
O 1.3748 -0.9873 2.3945
```

Properties
**Net charge**: -1
**LUMO level**: 3.8011 eV
**Spin multiplicity**: 1


Below is a cluster of 3 separate species, C3H11O3S2 in total at a distorted geometry, with properties calculated with ωB97M-V/def2-TZVPD.

XYZ file:
```
19
Properties=species:S:1:pos:R:3
C -0.6506 1.3915 0.6719
C 0.3207 0.4679 1.3690
O -0.4076 -0.3999 2.2226
C -1.5329 0.7446 -0.4652
S -0.7479 0.8288 -2.0689
S 0.4658 -0.8810 -2.0939
H -0.2153 2.2534 0.1611
H -1.3048 1.8029 1.4639
H 0.9669 0.0520 0.5763
H 0.9886 1.0160 2.0418
H -2.5596 1.1169 -0.4635
H -1.4897 -0.3405 -0.2877
H -1.0432 -3.4139 0.0155
H -0.3136 -2.3426 -0.5426
H -0.5098 -1.2773 1.8357
O -0.4347 -2.7408 0.3691
H 2.2995 -0.0126 -1.5813
H 3.0309 1.2594 -1.8939
O 3.1372 0.4753 -1.3298
```

Properties
**Net charge**: -1
**LUMO level**: 3.4938 eV
**Spin multiplicity**: 1


Below is a cluster of 4 separate species, C3H11O4S in total at a distorted geometry, with properties calculated with ωB97M-V/def2-TZVPD.

XYZ file:
```
19
Properties=species:S:1:pos:R:3
O -2.1134 -0.4468 -0.7759
C -1.2877 -0.6301 0.0690
C 0.2043 -0.9876 -0.2588
C 1.1177 0.0888 -0.8005
S 0.1843 1.5906 -1.3086
H -1.3316 -0.4369 1.1506
H 0.5420 -1.4124 0.7209
H 0.1537 -1.9392 -0.9285
H 1.7665 0.4911 -0.0134
H 1.6834 -0.3387 -1.6188
H -2.3023 0.6054 -3.3384
H -2.1128 -0.7792 -2.7086
O -2.6135 -0.2994 -3.3670
H 0.4545 2.0397 1.0395
H 0.0285 2.5333 2.4991
O 0.2395 1.7769 1.9570
H 1.7582 -0.8384 1.8444
H 1.7706 -0.0244 3.0561
O 1.8583 -0.9926 2.7819
```

Properties
**Net charge**: -1
**LUMO level**: 3.3627 eV
**Spin multiplicity**: 1


Below is a cluster of 2 separate species, C3H11OPSi in total at a distorted geometry, with properties calculated with ωB97M-V/def2-TZVPD.

XYZ file:
```
17
Properties=species:S:1:pos:R:3
C -0.9765 -0.6277 -0.6915
C 1.1371 -1.0034 1.5887
C -2.0501 -1.1218 2.2653
O 0.4394 2.3148 -2.8585
Si -0.7027 -0.9069 1.1635
P 1.5415 1.7547 -1.7714
H -2.0280 -0.7481 -0.9282
H -0.6803 0.3795 -0.9815
H -0.4118 -1.3303 -1.3042
H 1.5995 -0.0182 1.5841
H 1.2568 -1.4207 2.5843
H 1.6897 -1.6309 0.8940
H -3.0661 -0.9901 1.9511
H 1.6581 2.9786 -1.1039
H -1.9182 -1.2998 3.3177
H -0.1756 1.6446 -3.1648
H 2.6873 2.0257 -2.5446
```

Properties
**Net charge**: 0
**LUMO level**: 0.5670 eV
**Spin multiplicity**: 1
**SMILES**: C=[Si](C)C.OP


Below is a structure of composition C3H12AlO11P2 at a distorted geometry, with properties calculated with ωB97M-V/def2-TZVPD.

XYZ file:
```
29
Properties=species:S:1:pos:R:3
Al 0.2805 -0.9439 0.2550
P 1.5434 0.1016 3.2487
O 1.5736 -1.3463 2.7104
O 0.5696 0.1993 4.4585
O 1.0426 0.9552 2.0623
O 3.0086 0.3028 3.7133
P 3.0152 -2.8445 -0.4272
O 1.7045 -3.5221 0.0617
O 4.2949 -3.3853 0.1609
O 2.9373 -1.3731 0.1134
O 3.1047 -2.8162 -1.9724
C -4.0026 -1.2394 0.2965
O -2.6601 -1.1841 0.7311
H -4.3259 -2.2797 0.4389
H -4.6664 -0.5850 0.8676
H -4.0713 -1.0475 -0.7737
H -2.5846 -1.0214 1.6780
C 1.7771 2.5503 -1.3561
O 1.2471 1.6182 -0.4259
H 2.7525 2.9554 -1.0881
H 1.7655 2.1742 -2.3823
H 1.0453 3.3757 -1.3887
H 1.7522 1.7511 0.4006
C -1.9342 1.5632 -1.7182
O -1.2872 0.3117 -1.9196
H -1.2091 2.3801 -1.7406
H -2.7301 1.7087 -2.4567
H -2.4111 1.5901 -0.7354
H -1.5317 0.0510 -2.8120
```

Properties
**Net charge**: -3
**LUMO level**: 6.2495 eV
**Spin multiplicity**: 1


Below is a structure of composition C3H12F6FeN3O9S2 at a distorted geometry, with properties calculated with ωB97M-V/def2-TZVPD.

XYZ file:
```
36
Properties=species:S:1:pos:R:3
Fe -31.9193 7.0014 4.3651
C -35.3098 4.4149 9.2350
F -36.4676 4.2450 8.6023
F -35.6683 4.0012 10.4951
F -34.3337 3.5528 8.9180
S -34.6354 6.2682 9.1768
O -35.4416 7.0435 8.3321
O -34.7385 6.6214 10.5465
N -32.9717 6.0860 8.5341
S -32.0671 5.7882 9.7782
O -32.6369 4.8390 10.7215
O -30.7739 5.3575 9.2507
C -31.8321 7.4628 10.7350
F -30.5226 7.6624 10.7327
F -32.2933 8.4714 10.0411
F -32.3659 7.3433 11.9742
C -30.4005 9.2150 -1.1521
O -30.7000 8.5636 -0.1585
N -29.3636 9.9517 -1.2905
N -31.2227 9.6071 -2.0404
H -28.8585 10.1682 -0.4431
H -29.3344 10.6456 -2.0239
H -30.8692 9.5041 -2.9809
H -32.1834 9.3053 -1.9622
O -34.2165 9.9236 3.3883
H -34.1274 10.3980 2.5617
H -35.0826 10.1689 3.7137
O -34.5308 4.5119 2.3305
H -34.4262 3.5820 2.1293
H -35.4016 4.7325 2.0000
O -28.7930 9.1689 5.3934
H -27.9644 8.7178 5.2314
H -28.5428 10.0776 5.5603
O -29.3032 3.8312 3.6719
H -29.5389 2.9122 3.5448
H -28.3505 3.8494 3.5814
```

Properties
**Net charge**: +1
**LUMO level (spin up / spin down)**: -5.4292 / -7.9808 eV
**Spin multiplicity**: 5


Below is a structure of composition C3H12IrN3O11P2S, with properties calculated with ωB97M-V/def2-TZVPD.

XYZ file:
```
33
Properties=species:S:1:pos:R:3
Ir 0.3432 -0.1814 0.0939
N 3.7866 -2.2757 1.5420
C 3.8471 -0.9570 0.8001
C 5.2757 -0.4550 0.7176
P 3.1638 -1.4605 -0.8750
O 3.4319 -0.2078 -1.8040
O 3.9543 -2.6574 -1.2262
O 1.6727 -1.6549 -0.6316
P 2.6038 0.1418 1.5601
O 3.4269 0.9479 2.6523
O 2.0473 1.0467 0.4719
O 1.5692 -0.7898 2.1437
H 4.0041 -3.0162 0.8543
H 2.8203 -2.3596 1.9000
H 4.4394 -2.3073 2.3240
H 5.8943 -1.1520 0.1503
H 5.7001 -0.3012 1.7120
H 5.2916 0.5026 0.1999
H 2.8580 0.5422 -1.5687
H 2.9894 1.7607 2.9425
O -1.0104 3.2530 -0.0243
S -1.3451 1.8842 -0.2614
O -2.6586 1.5981 -0.7507
O -0.2713 1.1962 -1.1997
O -0.9907 1.0048 0.9744
N -1.0483 -2.5695 -2.4205
C -0.9501 -2.5572 -1.0871
N -0.7405 -3.7145 -0.4319
O -1.1442 -1.4900 -0.4613
H -0.8973 -3.3911 -2.9762
H -1.1794 -1.6793 -2.8727
H -0.3969 -4.5270 -0.9123
H -0.5412 -3.6299 0.5499
```

Properties
**Net charge**: 0
**LUMO level**: -0.4219 eV
**Spin multiplicity**: 1


Below is a cluster of 2 separate species, C3H12N2 in total at a distorted geometry, with properties calculated with ωB97M-V/def2-TZVPD.

XYZ file:
```
17
Properties=species:S:1:pos:R:3
C -0.1863 -1.2261 -2.1643
N -0.3219 -2.4789 -2.8930
H 0.7216 -0.5724 -2.5653
H -1.1463 -0.5784 -2.1052
H -0.0022 -1.3597 -1.1341
H -0.3607 -2.3596 -3.9034
H -1.0920 -3.0408 -2.5652
C -0.4533 0.4967 2.2816
C 0.0337 1.4645 1.1971
N 1.5135 1.8132 1.1668
H -0.0614 -0.5315 2.2582
H -1.5336 0.3496 2.3799
H -0.2287 0.9083 3.3139
H -0.4820 2.3465 1.4091
H -0.2170 1.0857 0.2222
H 2.0072 1.0177 1.5600
H 1.8095 2.6652 1.5417
```

Properties
**Net charge**: 0
**LUMO level**: 1.0401 eV
**Spin multiplicity**: 1
**SMILES**: CCN.CN


Below is a cluster of 2 separate species, C3H12N2 in total at a distorted geometry, with properties calculated with ωB97M-V/def2-TZVPD.

XYZ file:
```
17
Properties=species:S:1:pos:R:3
C -2.4325 0.5365 -1.0184
N -2.8580 -0.1963 0.2170
H -3.1651 1.4314 -1.1277
H -1.3842 0.9299 -1.0088
H -2.6323 -0.2513 -1.8893
H -3.4061 0.4835 0.7465
H -2.1191 -0.6076 0.7525
C 1.3266 -0.7783 1.3284
C 2.1776 -0.5095 0.0239
N 2.3085 0.8746 -0.4102
H 1.9312 -0.4743 2.3354
H 0.7920 -1.8307 1.3789
H 0.5585 -0.0185 1.1439
H 1.4626 -1.1175 -0.7134
H 3.2783 -0.9185 -0.0316
H 1.5510 1.4792 -0.3539
H 2.6112 0.9674 -1.3733
```

Properties
**Net charge**: 0
**LUMO level**: 0.9125 eV
**Spin multiplicity**: 1
**SMILES**: CCN.CN


Below is the ion C3H12N2 with charge +2, with properties calculated with ωB97M-V/def2-TZVPD.

XYZ file:
```
17
Properties=species:S:1:pos:R:3
C -0.9657 -0.8523 -0.3934
C -0.1446 0.3490 0.0510
C 1.2907 -0.1177 0.3074
N 2.1609 0.9242 0.9552
N -2.3296 -0.4359 -0.9355
H -1.2219 -1.5126 0.4352
H -0.4401 -1.4148 -1.1608
H -0.5602 0.8646 0.9165
H -0.1099 1.1194 -0.7276
H 1.3467 -0.9898 0.9644
H 1.7750 -0.4706 -0.6032
H 3.0012 0.4932 1.3584
H 2.4691 1.6409 0.3023
H 1.6748 1.3856 1.7345
H -2.8881 -1.2577 -1.1783
H -2.1786 0.1572 -1.7524
H -2.8797 0.1171 -0.2737
```

Properties
**Net charge**: +2
**LUMO level**: -6.9486 eV
**Spin multiplicity**: 1
**SMILES**: [NH3+]CCC[NH3+]